Entry 1:
88
Properties=species:S:1:pos:R:3:mulliken_charge:R:1 method="wB97M-V/def2-TZVPD" multiplicity=2 s2=0.78 homo_ev="-12.9 / -12.9" mol_weight_g_mol=896.86 homo_lumo_gap_ev="7.44 / 7.43" total_charge=+2
Se -6.974 -0.135 -5.326 0.336
As 0.034 3.531 -0.132 0.891
Ge 1.621 -0.748 0.396 0.099
Ge -0.367 -0.753 2.013 0.519
Mn -0.749 -0.307 -0.969 -0.762
S -1.298 2.009 -0.853 -0.490
N -0.568 -2.304 -1.177 -0.113
N -5.243 0.041 -5.674 -0.841
N -2.758 -0.609 -0.816 0.674
N -1.277 -0.155 -2.926 0.663
N -6.715 -0.383 -3.588 -0.835
C -1.430 -2.683 3.876 -1.392
C 1.835 0.201 -1.321 0.510
C 1.063 4.263 -1.582 -1.022
C -0.938 0.184 -5.265 -1.065
C -5.545 -0.798 -0.916 -0.720
C -3.474 -0.872 0.272 -0.110
C -0.464 -3.439 -1.282 0.818
C 3.955 1.041 3.614 -0.818
C 6.117 1.696 2.789 -0.533
C 5.779 1.225 1.529 -1.103
C 2.273 -0.022 2.099 -0.412
C -1.237 1.281 3.945 -1.655
C -5.425 -0.351 -3.384 0.751
C -3.427 -0.452 -1.979 -0.330
C -2.297 0.145 -5.500 -0.600
C -4.608 -0.115 -4.543 0.744
C -0.326 -4.880 -1.398 -1.502
C 3.707 -2.754 0.745 -1.405
C -0.470 0.036 -3.966 -0.125
C -4.812 -0.535 -2.073 0.500
C 4.528 0.665 1.316 0.397
C 2.666 -0.552 -2.355 -1.898
C -2.602 -0.209 -3.152 -0.246
C 2.255 -2.607 0.283 -0.645
C 1.263 3.043 1.251 -0.111
C -3.156 -0.054 -4.419 0.402
C -1.074 4.930 0.566 -1.120
C -1.028 -2.567 2.402 -0.221
C 1.286 -0.312 2.971 -0.287
C -1.659 0.634 2.626 -0.341
C 5.202 1.602 3.831 -0.831
C 3.602 0.558 2.353 1.030
C -4.861 -0.974 0.267 -1.597
H -1.297 -5.330 -1.596 0.432
H 0.354 -5.117 -2.216 0.363
H 1.703 3.479 -1.983 0.272
H -0.234 0.331 -6.071 0.500
H 4.002 -3.804 0.756 0.436
H 1.673 5.092 -1.225 0.434
H -5.380 -1.190 1.190 0.568
H -2.707 0.264 -6.494 0.584
H 2.068 2.440 0.837 0.021
H 5.464 1.967 4.815 0.435
H 0.079 -5.277 -0.468 0.332
H -2.924 -1.005 1.187 0.220
H 7.091 2.133 2.962 0.427
H 3.642 -0.822 -1.947 0.328
H -0.277 1.793 3.870 0.351
H 4.399 -2.229 0.084 0.318
H 6.491 1.288 0.716 0.440
H 0.900 0.585 -1.765 -0.011
H -1.982 2.014 4.260 0.416
H 1.381 -0.190 4.047 0.548
H -2.233 -1.992 4.140 0.294
H 0.589 0.078 -3.759 0.250
H 2.189 -1.479 -2.680 0.362
H 4.283 0.289 0.325 0.465
H 0.743 2.472 2.017 -0.266
H -6.623 -0.864 -0.968 0.586
H 1.595 -3.198 0.921 0.308
H -1.788 1.375 1.837 0.402
H -1.146 0.547 4.746 0.363
H -0.585 -2.469 4.532 0.366
H 2.145 -2.979 -0.737 0.398
H -2.636 0.164 2.759 0.626
H -1.778 -3.689 4.110 0.423
H 2.843 0.062 -3.241 0.579
H 3.849 -2.360 1.751 0.327
H -1.604 4.553 1.438 0.378
H 3.250 0.977 4.433 0.377
H -0.452 5.780 0.843 0.420
H -1.865 -2.823 1.749 0.362
H 1.679 3.955 1.677 0.632
H 0.380 4.607 -2.356 0.385
H 2.342 1.122 -1.025 0.587
H -1.791 5.221 -0.198 0.403
H -0.235 -3.284 2.181 0.360



Entry 2:
30
Properties=species:S:1:pos:R:3:mulliken_charge:R:1 method="wB97M-V/def2-TZVPD" relative_energy_kcal_mol=80.9 homo_ev=-9.0 mol_weight_g_mol=173.21 homo_lumo_gap_ev=9.40 smiles="C=CC[C@H](N)CO.O.O.O.O"
O -0.322 -0.340 2.802 -0.700
O -0.552 1.595 -3.907 -0.674
O 1.347 1.261 1.411 -0.565
O -0.169 3.352 0.932 -0.630
O -2.197 -1.353 1.286 -0.629
N -0.798 0.778 -0.646 -0.693
C 0.307 -0.035 -0.224 1.691
C 0.640 -1.126 -1.320 -1.172
C 0.940 -2.458 -0.644 0.023
C 1.604 0.629 0.147 -0.685
C 0.170 -3.518 -0.366 -0.866
H -0.195 -1.378 -1.885 0.567
H 1.823 1.571 -0.306 0.249
H 1.568 -1.069 -2.020 0.235
H 0.041 2.922 1.703 0.320
H -0.979 1.480 0.131 0.255
H 2.043 -2.525 -0.377 0.206
H -0.066 -0.681 0.695 -0.841
H -1.467 1.787 -4.078 0.322
H -0.433 0.612 -4.128 0.338
H -1.026 0.073 3.384 0.288
H -0.951 -3.487 -0.713 0.134
H -2.907 -1.024 1.703 0.274
H 0.897 0.757 2.119 0.393
H -0.629 1.198 -1.550 0.316
H 0.535 -4.344 0.065 0.397
H 0.653 3.487 0.527 0.296
H -1.945 -0.615 0.613 0.487
H -0.640 -1.289 2.491 0.340
H 2.441 0.013 0.401 0.323



Entry 3:
53
Properties=species:S:1:pos:R:3:mulliken_charge:R:1 method="wB97M-V/def2-TZVPD" multiplicity=2 relative_energy_kcal_mol=0.0 s2=0.77 homo_ev="1.5 / -2.2" mol_weight_g_mol=570.69 homo_lumo_gap_ev="3.14 / 6.88" total_charge=-2
Br 3.763 -1.521 -3.003 -0.308
S -2.683 -1.041 0.839 -0.615
S -1.899 1.750 -0.754 -0.534
P -2.776 -0.011 -0.867 1.103
Mg -0.576 0.352 1.111 1.233
F 0.027 2.792 2.872 -0.242
F -0.780 1.255 4.169 -0.257
F -2.099 2.368 2.860 -0.274
O 1.181 0.254 0.511 -0.936
O -4.308 0.050 -1.339 -0.362
O 1.953 -1.532 -0.602 -0.616
O -2.148 -0.876 -2.058 -0.421
C 2.135 -0.218 4.263 -1.526
C 4.181 1.240 -3.133 -0.422
C -0.737 -2.659 3.744 -0.560
C 0.845 -2.943 1.960 -0.260
C -5.453 2.085 -1.918 -1.046
C 2.664 0.630 -1.275 0.316
C -0.862 1.731 2.854 0.051
C -0.351 -3.296 2.570 -0.438
C 3.509 0.297 -2.396 0.007
C 2.596 2.049 -1.024 -0.490
C 1.277 -1.316 3.696 0.824
C -0.308 -1.735 -3.361 -1.365
C -0.707 -1.114 -2.052 0.328
C 4.098 2.612 -2.848 -0.623
C 3.267 2.986 -1.756 -0.675
C 1.932 -0.291 -0.445 0.406
C -4.654 0.910 -2.432 -0.349
C 0.071 -1.675 4.297 -0.236
C 1.653 -1.965 2.525 -0.270
H 3.153 4.033 -1.492 0.332
H -6.364 1.746 -1.422 0.271
H -0.192 -0.165 -1.901 0.025
H -1.688 -2.897 4.206 0.335
H 2.552 -1.672 1.999 0.310
H -4.858 2.650 -1.201 0.251
H -1.003 -4.025 2.105 0.342
H -0.462 -1.768 -1.213 0.208
H 1.551 0.440 4.905 0.300
H 1.971 2.363 -0.198 0.329
H 0.753 -1.989 -3.310 0.246
H 2.552 0.388 3.457 0.232
H -5.727 2.747 -2.743 0.359
H 4.636 3.339 -3.442 0.341
H -0.259 -1.138 5.178 0.257
H -5.232 0.302 -3.132 0.332
H -3.753 1.249 -2.947 0.362
H -0.883 -2.642 -3.558 0.337
H 2.968 -0.626 4.844 0.400
H -0.457 -1.039 -4.190 0.335
H 4.790 0.900 -3.964 0.328
H 1.140 -3.367 1.011 0.320



Entry 4:
67
Properties=species:S:1:pos:R:3:mulliken_charge:R:1 method="wB97M-V/def2-TZVPD" relative_energy_kcal_mol=52.7 homo_ev=-8.0 mol_weight_g_mol=457.64 homo_lumo_gap_ev=8.68 smiles="CCO[C@@H]1OC(C(=O)N2CCCCCCC2)=C[C@H](c2csc3ccccc23)[C@H]1CCCO"
S 1.061 2.003 -3.701 -0.284
O -0.051 -0.868 0.901 -0.441
O -2.116 -0.140 2.816 -0.724
O 2.095 -0.011 5.224 -0.504
O 1.287 -0.885 -0.993 -0.102
N -3.170 0.281 0.868 0.276
C 1.262 1.672 0.335 0.520
C 3.199 -0.436 4.467 -0.743
C -0.717 0.327 0.982 1.157
C -0.182 1.514 0.718 -1.368
C 3.736 2.806 -3.867 -0.481
C 2.031 0.431 0.836 0.176
C -3.134 0.615 -0.539 -1.324
C 3.907 2.644 -1.071 -0.204
C -3.801 -2.527 -0.309 -0.477
C -4.448 0.101 1.532 -1.049
C -2.635 -0.516 -1.441 0.696
C 1.267 -0.825 0.401 -1.214
C 2.707 2.318 -1.706 -0.700
C -2.067 0.133 1.629 -0.045
C 4.993 3.033 -1.824 -0.983
C 1.458 1.894 -1.139 -0.999
C 2.206 0.517 2.356 -1.037
C -3.598 -1.693 -1.582 -1.416
C 0.514 1.710 -2.086 0.451
C 2.858 -0.706 2.999 -0.605
C -5.056 -2.179 0.509 -0.892
C 0.891 -2.009 -3.051 -1.255
C 0.948 -2.149 -1.539 -0.283
C 2.644 2.415 -3.109 0.275
C -4.799 -1.366 1.777 -0.648
C 4.912 3.111 -3.214 -0.476
H 3.641 -1.343 4.908 0.338
H -3.192 -2.343 -2.361 0.447
H 3.930 0.373 4.543 0.380
H 1.848 -1.655 -3.423 0.324
H -2.466 -0.093 -2.435 0.652
H -0.499 1.392 -1.945 0.487
H -0.777 2.407 0.825 0.480
H 1.741 -1.734 0.811 0.578
H 5.777 3.417 -3.783 0.380
H 2.825 1.392 2.574 0.544
H -3.993 -1.821 2.353 0.313
H -5.224 0.583 0.934 0.501
H 3.009 0.377 0.350 1.240
H 1.710 -2.887 -1.245 0.370
H -2.490 1.490 -0.679 0.461
H 3.979 2.596 0.005 0.500
H 1.661 2.552 0.855 1.175
H 3.775 -0.971 2.469 0.318
H -0.020 -2.484 -1.144 0.294
H -4.563 -1.329 -1.943 0.523
H -2.917 -2.444 0.325 0.137
H 3.659 2.870 -4.942 0.411
H 1.233 0.683 2.823 0.121
H -5.534 -3.111 0.818 0.333
H -4.386 0.603 2.503 0.443
H 0.661 -2.969 -3.503 0.451
H -3.878 -3.574 -0.609 0.521
H -5.700 -1.386 2.394 0.446
H -4.145 0.896 -0.841 0.585
H 1.360 -0.617 5.075 0.326
H 2.175 -1.558 2.953 0.291
H -5.775 -1.649 -0.120 0.358
H 5.922 3.285 -1.334 0.388
H 0.127 -1.288 -3.330 0.187
H -1.678 -0.875 -1.066 -0.603



DFT total energy (computed, eV): -323744.7721 -17217.7508 -142855.6306 -48045.6677